4 unconnected molecules or ions with the total composition C3H15N2O3. Source: OMol25; level of theory: ωB97M-V/def2-TZVPD.

Geometry as XYZ:
```
23
C3H15N2O3, DFT ωB97M-V/def2-TZVPD
C -0.3355 -1.1505 0.2050
C 0.0838 0.0426 -0.6136
C 1.3535 0.2620 -0.9842
N 2.3732 -0.6047 -0.7693
N -1.0403 0.8818 -1.1735
H -0.0788 -0.9944 1.2561
H 0.0520 -2.0998 -0.1647
H -1.4385 -1.2356 0.2591
H 1.6678 1.1731 -1.5023
H 2.3089 -1.3588 -0.1073
H 3.3068 -0.3431 -1.0286
H -0.8106 0.8936 -2.1689
H -0.9847 1.7671 -0.6712
H -1.8705 0.3377 -0.9607
H 1.8966 0.5620 3.9189
H 0.7251 1.4002 4.2661
O 1.0085 0.7592 3.5997
H -1.0839 -1.6207 -2.7141
H -1.2140 -1.2443 -4.1698
O -1.2836 -0.8665 -3.2857
H -2.1645 1.1792 2.7724
H -0.7638 1.1065 2.1098
O -1.7074 1.1535 1.9271
```

## Properties
Total charge: +1
Relative energy (zero: lowest compared OMol25 entry of this formula, charge and spin): 28.6 kcal/mol
Strongest force on any atom: 2.7 eV/Å
HOMO: -12.2 eV
Orbital gap: 9.511 eV

---

4 unconnected molecules or ions with the total composition C3H15NO3. Source: OMol25; level of theory: ωB97M-V/def2-TZVPD.

Geometry as XYZ:
```
22
C3H15NO3, DFT ωB97M-V/def2-TZVPD
C 0.4827 0.1284 2.5670
C -0.8419 0.5653 3.1324
N -1.6111 1.2407 2.1067
C -2.8493 1.7970 2.6388
H 1.0567 0.8913 2.0325
H 0.4081 -0.6445 1.7910
H 1.3024 -0.2132 3.2027
H -0.6620 1.3493 3.8743
H -1.2895 -0.2724 3.6803
H -1.8914 0.5972 1.3721
H -2.7301 2.3932 3.5402
H -3.4329 2.3633 1.9205
H -3.4848 0.9333 2.8991
O 0.2904 -2.3606 -5.8581
H 0.2602 -2.8605 -5.0291
H 1.1903 -2.4728 -6.1986
O 2.9431 -3.5088 1.3871
H 3.5443 -2.9876 0.8420
H 2.1084 -3.2784 0.9630
O 1.9635 2.3834 -6.7550
H 2.2418 1.6296 -7.2990
H 1.0012 2.3268 -6.8099
```

## Properties
Relative energy (zero: lowest compared OMol25 entry of this formula, charge and spin): 38.0 kcal/mol
Strongest force on any atom: 2.2 eV/Å
SMILES string: CCNC.O.O.O
HOMO: -8.9 eV
Orbital gap: 9.441 eV

---

4 unconnected molecules or ions with the total composition C3H15NO3S. Source: OMol25; level of theory: ωB97M-V/def2-TZVPD.

Geometry as XYZ:
```
23
C3H15NO3S, DFT ωB97M-V/def2-TZVPD
C 1.3550 -2.0728 0.7649
N -0.0079 -2.4251 0.2754
C -0.2133 -1.8514 -1.0690
C -1.1476 -0.6621 -0.8196
S -2.9152 -0.7893 -1.4874
H 1.4845 -0.9492 1.1373
H 2.3489 -2.2215 0.2298
H 1.4330 -2.8265 1.6490
H -0.0460 -3.4653 0.2457
H 0.6324 -1.6682 -1.6897
H -0.8671 -2.4833 -1.6039
H -1.3428 -0.3526 0.1753
H -0.6578 0.1422 -1.2327
H -3.3261 0.4932 -1.6070
O -0.8419 1.5581 1.3027
H -0.0707 1.1533 1.0129
H -0.7777 1.6566 2.2685
O -0.7392 4.2207 -0.2714
H -0.7184 3.3874 0.3385
H -0.6799 3.8828 -1.1387
O 2.1581 1.3793 0.2902
H 2.8006 2.0255 0.0410
H 2.1393 1.8683 1.1882
```

## Properties
Relative energy (zero: lowest compared OMol25 entry of this formula, charge and spin): 53.5 kcal/mol
Strongest force on any atom: 3.8 eV/Å
SMILES string: CNCCS.O.O.O
HOMO: -8.7 eV
Orbital gap: 8.822 eV

---

5 unconnected molecules or ions with the total composition C3H15NO4. Source: OMol25; level of theory: ωB97M-V/def2-TZVPD.

Geometry as XYZ:
```
23
C3H15NO4, DFT ωB97M-V/def2-TZVPD
C -1.0179 0.4898 1.1681
C -1.3942 -0.7251 1.5665
C -0.2340 -1.6335 1.9328
N 0.2201 -2.6029 0.8932
H -1.6790 1.3145 1.0213
H -0.0118 0.8538 1.2659
H -2.3942 -1.0813 1.7429
H 0.6845 -1.1515 2.2690
H -0.5443 -2.2918 2.7623
H 0.3676 -2.1229 0.0103
H -0.4913 -3.3025 0.7009
O 2.1120 -0.0449 -1.8823
H 2.3837 0.8627 -1.7221
H 1.3367 -0.0930 -1.3130
O 1.6368 2.7874 0.8227
H 1.5532 2.2831 0.0119
H 0.7928 3.2419 0.8794
O -0.5459 1.8020 -1.7339
H -1.3145 2.1102 -2.2388
H -0.5333 0.8312 -1.9123
O -1.2162 -0.7281 -1.5442
H -0.6143 -1.0685 -2.2289
H -1.1272 -1.4113 -0.8691
```

## Properties
Relative energy (zero: lowest compared OMol25 entry of this formula, charge and spin): 47.0 kcal/mol
Strongest force on any atom: 2.5 eV/Å
SMILES string: C=CCN.O.O.O.O
HOMO: -9.6 eV
Orbital gap: 9.977 eV

---

4 unconnected molecules or ions with the total composition C3H15NO4S. Source: OMol25; level of theory: ωB97M-V/def2-TZVPD.

Geometry as XYZ:
```
24
C3H15NO4S, DFT ωB97M-V/def2-TZVPD
O -1.0181 2.8965 -1.0550
C -0.6060 2.3986 0.2399
N -0.3229 1.0041 0.2449
C 0.7592 0.6202 -0.7134
C 1.6479 -0.4623 -0.1222
S 2.1719 -0.0705 1.6103
H -1.7517 2.3586 -1.3702
H 0.2787 2.9796 0.4824
H -1.4192 2.6627 0.9188
H -1.1648 0.4812 0.0559
H 0.1637 0.3119 -1.5605
H 1.4164 1.4804 -0.8241
H 1.2448 -1.4619 -0.1871
H 2.6352 -0.4444 -0.5857
H 0.9743 -0.2682 2.1572
O -2.7015 -0.7866 -0.5701
H -2.1753 -1.3098 0.0513
H -2.7760 -1.1549 -1.4490
O -1.5332 -2.5482 1.4489
H -1.3258 -1.6241 1.6654
H -0.6295 -2.8445 1.2616
O 0.1469 -1.8266 -2.2444
H -0.5535 -2.3920 -2.5938
H 0.9345 -2.3171 -2.5114
```

## Properties
Relative energy (zero: lowest compared OMol25 entry of this formula, charge and spin): 8.6 kcal/mol
Strongest force on any atom: 2.0 eV/Å
SMILES string: OCNCCS.O.O.O
HOMO: -8.9 eV
Orbital gap: 8.919 eV

---

A molecular structure, C3H16BNaO3. Source: OMol25; level of theory: ωB97M-V/def2-TZVPD.

Geometry as XYZ:
```
24
C3H16BNaO3, DFT ωB97M-V/def2-TZVPD
Na 1.0587 0.5793 0.2318
B 4.4243 0.1132 1.9602
H 4.2709 0.2803 0.9053
H 5.4088 -0.2840 2.1532
H 4.1926 1.0200 2.4971
H 3.7395 -0.6587 2.2755
C -2.7041 -2.7932 1.5519
O -2.3497 -1.6123 0.8820
H -1.8289 -3.4427 1.5714
H -3.0795 -2.5976 2.5563
H -3.4621 -3.3163 0.9688
H -3.1990 -1.1952 0.7199
C 1.4719 -2.0262 -3.8895
O 0.7127 -0.8869 -3.5494
H 2.4180 -1.7236 -3.4405
H 0.9897 -2.8801 -3.4137
H 1.5525 -2.0766 -4.9753
H -0.0006 -0.7342 -4.1735
C -2.3682 4.1054 1.2180
O -1.5157 3.7201 0.1862
H -2.1185 3.5333 2.1115
H -2.1169 5.1655 1.2548
H -3.4352 4.0823 0.9967
H -2.0611 3.6283 -0.5985
```

## Properties
Relative energy (zero: lowest compared OMol25 entry of this formula, charge and spin): 97.6 kcal/mol
Strongest force on any atom: 4.9 eV/Å
HOMO: -7.6 eV
Orbital gap: 6.192 eV

---

4 unconnected molecules or ions with the total composition C3H16NO4. Source: OMol25; level of theory: ωB97M-V/def2-TZVPD.

Geometry as XYZ:
```
24
C3H16NO4, DFT ωB97M-V/def2-TZVPD
O 1.2997 -0.8640 -1.2578
C 0.3825 -1.7140 -0.4394
C -1.0774 -1.2549 -0.6714
N -1.3823 -0.0623 0.1735
C -2.7537 0.4881 -0.1052
H 1.8166 -1.4101 -1.7974
H 0.4450 -2.7893 -0.6558
H 0.6596 -1.5843 0.5991
H -1.7989 -2.0391 -0.4101
H -1.2352 -1.0255 -1.7124
H -0.7310 0.8177 -0.0170
H -1.2608 -0.3983 1.2035
H -2.6190 1.2117 -1.0075
H -3.2459 1.0888 0.7258
H -3.5451 -0.2401 -0.4077
H 0.7196 -1.1451 2.2775
H 1.1909 0.2519 1.8913
O 0.3897 -0.2475 2.2131
H 0.0958 2.7575 0.1481
H 1.0556 1.7959 -0.3738
O 0.0152 2.0625 -0.4465
H 2.3202 0.1320 -0.1380
H 3.4409 1.3149 0.0763
O 2.4277 1.1218 0.2010
```

## Properties
Total charge: +1
Relative energy (zero: lowest compared OMol25 entry of this formula, charge and spin): 32.1 kcal/mol
Strongest force on any atom: 4.2 eV/Å
HOMO: -15.2 eV
Orbital gap: 12.282 eV

---

4 unconnected molecules or ions with the total composition C3H16NO4. Source: OMol25; level of theory: ωB97M-V/def2-TZVPD.

Geometry as XYZ:
```
24
C3H16NO4, DFT ωB97M-V/def2-TZVPD
C -1.8171 1.0894 2.4609
C -1.0769 1.7521 1.2447
C 0.1969 2.4752 1.5694
O -0.9510 0.8122 0.1882
N -2.1654 -0.3324 2.0827
H -1.2237 1.0523 3.3705
H -2.7741 1.5840 2.5938
H -1.8233 2.4364 0.8317
H 0.0621 3.3871 2.1497
H 0.6000 2.8287 0.6180
H 0.9438 1.8715 2.0877
H -0.1465 0.2562 0.2814
H -1.3941 -0.7495 1.5713
H -2.9713 -0.3334 1.4595
H -2.3749 -0.8912 2.9024
H 1.7525 -0.7016 0.4690
H 0.8423 -1.8698 0.2454
O 0.9375 -1.0868 0.8104
H 2.0422 -1.1263 -6.5584
H 2.5556 -1.6044 -5.2078
O 1.7493 -1.5028 -5.7259
H 2.8374 -2.5566 -1.8525
H 1.5176 -1.8521 -2.3415
O 2.0424 -2.0978 -1.5719
```

## Properties
Total charge: +1
Relative energy (zero: lowest compared OMol25 entry of this formula, charge and spin): 16.0 kcal/mol
Strongest force on any atom: 1.2 eV/Å
HOMO: -13.7 eV
Orbital gap: 10.541 eV